Here is C42H36N4O3SbZn as an isolated structure from OMol25. Energies are from the ωB97M-V functional and the def2-TZVPD basis.

Geometry (Å):
Zn (-0.113360, 0.203582, 0.182515)
O (3.991132, -4.561515, 2.935068)
C (3.975811, -4.371320, 1.706811)
O (4.386008, -4.989100, 0.710576)
C (3.185053, -3.059122, 1.317061)
C (2.596629, -2.279786, 2.302786)
C (1.706431, -1.288908, 1.937366)
N (1.491602, -0.989031, 0.655367)
C (2.070175, -1.715029, -0.303937)
C (2.894596, -2.782790, -0.008202)
C (1.641772, -1.384552, -1.687450)
C (2.363512, -1.784659, -2.802554)
C (1.863505, -1.509963, -4.062897)
C (0.658182, -0.834567, -4.179439)
C (0.017202, -0.447867, -3.023092)
N (0.488743, -0.710396, -1.800275)
C (0.907358, -0.512945, 2.916263)
C (0.901315, -0.847910, 4.263191)
C (0.216735, -0.049345, 5.158964)
C (-0.443770, 1.072839, 4.686379)
C (-0.435809, 1.310028, 3.327790)
N (0.196549, 0.525120, 2.441120)
H (2.841532, -2.511798, 3.331303)
H (3.297860, -3.447554, -0.764608)
H (3.307668, -2.296870, -2.674254)
H (2.406888, -1.818291, -4.947562)
H (0.235026, -0.597054, -5.146590)
H (-0.924689, 0.090303, -3.068948)
H (1.425875, -1.728247, 4.605394)
H (0.213148, -0.292872, 6.214571)
H (-0.960724, 1.751079, 5.352100)
H (-0.954982, 2.171983, 2.939640)
O (-1.303771, -2.097161, 1.168208)
C (-2.670182, -2.242999, 1.569531)
C (-3.603186, -2.260329, 0.375937)
C (-3.283787, -1.139332, -0.631255)
C (-3.388317, 0.221595, -0.000076)
C (-4.643311, 0.790341, 0.182153)
C (-4.764471, 2.031167, 0.776278)
C (-3.610613, 2.703572, 1.147715)
C (-2.399613, 2.099490, 0.902613)
N (-2.266101, 0.873984, 0.372811)
H (-1.017423, -2.875325, 0.671142)
H (-2.874383, -1.378280, 2.201315)
H (-2.788671, -3.139136, 2.176380)
H (-4.623545, -2.141846, 0.746816)
H (-3.550570, -3.224031, -0.135982)
H (-3.987963, -1.211644, -1.458418)
H (-2.279069, -1.261626, -1.033162)
H (-5.520024, 0.247149, -0.152294)
H (-5.739805, 2.481981, 0.919531)
H (-3.644104, 3.693534, 1.582819)
H (-1.481344, 2.640627, 1.107012)
C (-4.266761, 4.578950, -2.968875)
C (-3.406568, 5.370352, -2.217282)
C (-2.187487, 4.865334, -1.782970)
C (-1.814830, 3.560534, -2.097985)
C (-2.692013, 2.766094, -2.838756)
C (-3.908802, 3.273866, -3.280225)
Sb (0.066691, 2.722088, -1.499532)
C (1.067833, 3.001528, -3.357620)
C (2.382587, 3.461469, -3.370442)
C (3.052497, 3.611661, -4.579534)
C (2.416346, 3.292219, -5.772313)
C (1.103783, 2.833194, -5.760120)
C (0.429182, 2.687717, -4.555002)
C (0.876741, 4.325565, -0.365990)
C (1.266846, 4.041145, 0.943913)
C (1.777521, 5.045504, 1.759288)
C (1.903497, 6.336626, 1.263650)
C (1.529797, 6.622219, -0.045307)
C (1.020804, 5.621147, -0.861651)
H (-5.214400, 4.977814, -3.311690)
H (-3.683353, 6.389605, -1.973321)
H (-1.531880, 5.500018, -1.200020)
H (-2.437775, 1.735326, -3.076505)
H (-4.571975, 2.653191, -3.872147)
H (2.888959, 3.707835, -2.441958)
H (4.070830, 3.983241, -4.590842)
H (2.941399, 3.407398, -6.714299)
H (0.602885, 2.598348, -6.691712)
H (-0.606180, 2.362583, -4.563550)
H (1.187782, 3.028678, 1.330810)
H (2.085124, 4.817533, 2.773299)
H (2.305039, 7.120699, 1.894923)
H (1.640424, 7.629351, -0.431421)
H (0.751097, 5.849841, -1.887434)

Force components x, y, z for each atom (eV/Å):
Zn -0.38 0.02 0.02
O 0.15 -0.05 -0.55
C -0.08 0.22 -0.03
O -0.09 0.13 0.52
C -0.06 -0.46 0.19
C 0.03 0.07 0.06
C 0.08 0.07 0.08
N -0.52 0.07 -0.13
C -0.08 -0.08 -0.18
C 0.14 0.13 -0.23
C -0.10 -0.03 0.11
C 0.11 -0.05 -0.08
C 0.09 -0.03 -0.02
C 0.01 0.01 -0.09
C -0.13 0.01 0.15
N -0.17 0.01 0.06
C -0.03 0.20 -0.05
C 0.05 -0.02 0.13
C 0.03 -0.05 0.07
C 0.01 0.04 0.04
C 0.07 -0.18 -0.14
N -0.03 0.12 0.05
H -0.06 -0.12 -0.06
H 0.03 0.05 0.09
H -0.05 0.01 -0.03
H 0.00 0.02 0.06
H 0.00 -0.02 0.07
H 0.03 0.00 0.03
H 0.02 0.05 -0.01
H -0.01 0.01 -0.06
H 0.01 -0.04 -0.04
H -0.01 -0.01 -0.02
O 0.30 0.19 -0.12
C 0.23 0.09 -0.12
C 0.05 0.11 -0.12
C 0.05 -0.01 0.32
C 0.23 0.05 -0.10
C -0.08 0.00 0.07
C -0.08 0.03 -0.03
C -0.06 0.12 -0.03
C 0.12 0.01 -0.10
N 0.09 -0.28 -0.30
H -0.08 0.01 0.16
H 0.03 0.02 0.04
H -0.04 -0.06 0.06
H -0.07 -0.07 -0.07
H -0.01 0.01 -0.01
H -0.02 0.08 -0.08
H 0.05 -0.10 -0.05
H 0.07 0.03 0.03
H 0.07 -0.04 0.01
H 0.01 -0.04 -0.03
H -0.01 -0.07 -0.01
C 0.02 0.00 0.02
C -0.07 -0.02 -0.03
C 0.02 -0.05 -0.01
C 0.00 -0.21 0.10
C -0.04 0.02 0.08
C 0.04 -0.02 0.00
Sb -0.02 0.34 0.16
C 0.07 -0.11 0.13
C 0.00 -0.08 -0.03
C -0.01 0.01 -0.02
C -0.02 -0.01 0.01
C 0.05 0.02 0.02
C 0.06 0.10 -0.03
C -0.02 -0.17 0.03
C -0.03 0.13 -0.05
C 0.00 0.01 -0.04
C 0.00 -0.05 0.01
C 0.01 0.03 0.00
C 0.08 -0.02 0.02
H 0.06 -0.02 0.02
H 0.02 -0.05 -0.01
H -0.01 -0.02 0.01
H -0.03 0.07 0.01
H 0.03 0.03 0.05
H -0.02 0.01 -0.06
H -0.06 -0.04 0.01
H -0.05 0.00 0.08
H 0.01 0.01 0.03
H 0.05 0.00 0.00
H 0.00 0.01 0.02
H -0.01 0.02 -0.05
H -0.03 -0.04 -0.04
H 0.00 -0.07 0.02
H 0.00 -0.01 0.03

The calculation puts the strongest force on any atom at 0.57 eV Å⁻¹. The HOMO energy comes out at -9.8 eV. The energy above the lowest of the compared OMol25 structures with the same formula, charge and spin comes out at 10.3 kcal per mole. The charge is +1.